Entry 1:
{"formula": "C40H53Cl2N12O5P2SV", "method": "ωB97M-V/def2-TZVPD", "species": ["V", "N", "C", "N", "C", "N", "N", "C", "C", "C", "C", "C", "C", "N", "C", "C", "C", "C", "C", "C", "H", "H", "H", "H", "H", "H", "H", "H", "H", "H", "H", "C", "N", "C", "P", "O", "O", "P", "O", "N", "C", "C", "N", "C", "C", "N", "C", "C", "H", "H", "H", "H", "H", "H", "H", "H", "H", "H", "H", "H", "H", "H", "H", "H", "H", "H", "H", "H", "H", "H", "H", "H", "C", "N", "C", "C", "N", "C", "S", "H", "H", "H", "H", "H", "H", "H", "H", "Cl", "C", "C", "C", "C", "C", "Cl", "C", "N", "C", "C", "C", "C", "C", "C", "C", "C", "O", "O", "H", "H", "H", "H", "H", "H", "H", "H", "H", "H"], "positions_angstrom": [[-0.527, -21.485, 9.557], [-0.497, -23.465, 13.454], [-0.504, -23.290, 12.122], [0.063, -22.334, 11.465], [0.773, -21.341, 12.165], [1.288, -20.301, 11.595], [0.992, -20.271, 10.238], [1.466, -19.342, 9.456], [1.108, -19.526, 8.020], [1.671, -18.825, 6.969], [1.334, -19.163, 5.641], [0.435, -20.226, 5.434], [-0.061, -20.902, 6.533], [0.257, -20.513, 7.780], [0.870, -21.522, 13.625], [1.480, -20.553, 14.418], [1.531, -20.694, 15.793], [0.883, -21.754, 16.423], [0.208, -22.670, 15.651], [0.189, -22.562, 14.262], [-0.988, -24.234, 13.825], [-1.080, -24.041, 11.633], [2.213, -18.611, 9.778], [2.351, -18.002, 7.127], [1.762, -18.647, 4.778], [0.202, -20.526, 4.382], [-0.705, -21.732, 6.481], [2.001, -19.679, 13.995], [2.087, -19.956, 16.340], [0.858, -21.857, 17.528], [-0.346, -23.454, 16.154], [-3.872, -24.881, 10.322], [-4.164, -24.225, 9.048], [-4.870, -25.048, 8.082], [-2.902, -23.351, 8.391], [-2.267, -22.547, 9.441], [-1.849, -24.441, 7.732], [-0.226, -24.433, 7.923], [0.367, -23.247, 8.604], [0.054, -25.830, 8.754], [-0.482, -27.086, 8.330], [0.992, -25.910, 9.841], [0.192, -24.425, 6.319], [-0.531, -25.260, 5.345], [1.642, -24.317, 6.039], [-3.426, -22.540, 7.068], [-4.402, -21.492, 7.353], [-3.290, -22.901, 5.684], [-4.779, -25.040, 10.873], [-3.310, -24.232, 10.997], [-3.351, -25.813, 10.195], [-5.644, -25.585, 8.649], [-4.270, -25.821, 7.544], [-5.438, -24.474, 7.375], [-1.094, -26.951, 7.437], [-1.219, -27.513, 9.046], [0.311, -27.834, 8.130], [1.257, -24.943, 10.208], [1.867, -26.543, 9.542], [0.556, -26.414, 10.689], [-1.553, -25.413, 5.646], [-0.029, -26.237, 5.180], [-0.614, -24.802, 4.352], [2.094, -23.627, 6.769], [1.755, -23.870, 5.027], [2.138, -25.316, 6.013], [-5.409, -21.726, 7.005], [-4.123, -20.549, 6.858], [-4.382, -21.287, 8.404], [-2.291, -22.946, 5.294], [-3.794, -22.106, 5.152], [-3.824, -23.809, 5.444], [4.784, -21.347, 11.952], [4.374, -21.816, 10.652], [4.713, -21.062, 9.435], [4.294, -21.988, 8.282], [4.310, -23.272, 8.994], [4.173, -23.102, 10.355], [3.896, -24.365, 11.435], [4.198, -20.459, 12.241], [5.866, -21.096, 11.989], [4.615, -22.093, 12.722], [5.806, -20.827, 9.491], [4.189, -20.124, 9.383], [5.002, -22.022, 7.477], [3.279, -21.731, 7.874], [3.919, -24.109, 8.606], [-2.485, -18.954, 5.981], [-3.477, -17.529, 6.183], [-3.699, -16.716, 5.130], [-4.479, -15.542, 5.290], [-4.937, -15.238, 6.521], [-4.637, -16.048, 7.628], [-5.107, -15.442, 9.155], [-4.001, -17.284, 7.482], [-3.810, -18.211, 8.516], [-4.909, -18.685, 9.236], [-6.097, -18.919, 8.590], [-7.147, -19.562, 9.258], [-6.943, -20.010, 10.552], [-5.733, -19.804, 11.165], [-4.719, -19.097, 10.549], [-3.389, -18.811, 11.179], [-2.410, -19.905, 11.063], [-2.250, -20.814, 11.909], [-1.780, -19.878, 9.922], [-3.173, -16.967, 4.199], [-4.692, -14.989, 4.388], [-5.499, -14.333, 6.677], [-2.975, -18.748, 8.590], [-6.281, -18.586, 7.580], [-8.037, -19.670, 8.727], [-7.707, -20.597, 11.038], [-5.513, -20.184, 12.149], [-3.552, -18.568, 12.249], [-3.073, -17.917, 10.747]], "forces_ev_per_angstrom": [[0.7, 0.6, -0.1], [0.9, 1.2, -0.9], [0.1, 0.2, 0.9], [0.2, 0.4, 0.2], [-0.4, -0.9, 0.6], [0.2, 0.2, -0.5], [0.2, 0.3, -0.4], [0.1, -1.0, 0.1], [0.4, 0.4, 0.7], [0.1, 0.4, -1.6], [-0.3, -0.5, 0.9], [0.6, 0.0, -1.2], [1.1, 1.6, 0.4], [-1.2, -1.1, -0.2], [-0.2, 0.8, -0.5], [0.9, 0.4, 0.5], [0.0, 0.1, -0.3], [0.0, 0.1, 0.6], [-0.4, -0.4, 0.2], [0.3, 0.1, 0.1], [-0.5, -0.8, 0.6], [-0.3, -0.3, -0.8], [-0.4, 0.0, 0.0], [0.1, 0.0, 0.2], [-0.1, -0.1, 0.5], [0.0, 0.2, 1.2], [-0.8, -0.8, -0.3], [-0.5, -0.7, -0.1], [0.0, 0.1, 0.4], [0.1, 0.1, -0.9], [0.0, -0.1, -0.2], [0.0, 0.7, 0.4], [1.5, 0.5, -0.7], [-0.8, -1.3, 0.5], [-0.8, -0.9, -1.0], [0.0, -0.2, 0.4], [0.0, 0.7, 0.6], [-0.4, -0.1, -0.1], [-0.3, -0.7, -0.1], [-0.1, 1.1, -0.3], [-1.0, -1.0, -0.5], [0.8, -1.0, 0.0], [0.2, -0.5, -0.3], [0.5, -0.4, -0.4], [-0.2, 0.1, -0.6], [0.4, -0.2, 1.0], [0.0, 0.8, -0.5], [-0.7, 0.2, -0.4], [-0.7, -0.4, 0.0], [0.2, 0.1, -0.4], [0.3, -0.6, -0.1], [0.2, 0.0, -0.2], [-0.1, 0.5, 0.4], [0.1, 0.6, -0.5], [0.3, -0.1, -0.2], [0.7, 0.2, 0.0], [-0.4, 0.4, 0.1], [0.6, 0.7, -0.1], [-0.4, 0.8, 0.3], [-0.4, -0.4, 0.3], [-0.2, -0.2, 0.3], [-0.3, 0.4, 0.3], [0.4, 0.3, 0.2], [-0.1, -0.4, -0.3], [0.0, -0.2, 0.6], [-0.2, 0.6, 0.2], [-0.1, -0.4, 0.2], [0.1, -0.5, 0.2], [-0.3, 0.1, 0.7], [0.7, -0.1, 0.1], [0.0, 0.2, -0.4], [-0.1, -0.5, -0.1], [0.1, 0.8, 0.6], [0.0, 0.3, -0.5], [0.9, 0.1, 0.4], [-0.6, -0.4, 0.8], [-0.4, 0.4, 0.5], [0.1, -1.1, -0.2], [0.0, 0.4, -0.4], [0.2, -0.2, -0.2], [-0.5, -0.1, -0.3], [-0.2, -0.3, -0.3], [-0.7, -0.3, -0.4], [-0.3, 0.4, 0.2], [0.3, 0.2, -0.4], [0.7, -0.1, 0.4], [-0.1, -0.2, -0.1], [0.1, 0.3, -0.2], [-0.2, -0.6, 1.4], [0.3, 1.0, -1.1], [1.0, -1.7, -1.5], [-0.2, 0.3, 1.0], [-0.1, -0.3, -0.6], [-0.2, -0.2, 0.6], [0.7, -0.2, -0.2], [-0.8, 1.8, -0.5], [0.5, -0.4, -0.2], [-1.7, -0.2, 0.3], [2.0, 0.8, 0.2], [-0.7, -0.6, -0.4], [0.6, 0.2, 0.5], [0.2, -0.3, -0.4], [-1.8, 0.1, 2.7], [1.1, -1.9, -0.4], [-0.4, 1.5, -0.7], [0.2, -0.3, 0.3], [-0.6, 0.3, 0.2], [-0.1, 0.4, 0.2], [-0.1, 0.1, 0.2], [0.8, -0.3, 0.0], [0.3, 0.1, -0.2], [-1.5, -0.4, -0.5], [-0.1, 0.1, 0.2], [-0.2, -0.1, 0.3], [0.0, -0.4, -0.4], [1.1, 1.3, -0.8]], "mulliken_spin": [2.698, -0.001, 0.036, 0.001, 0.037, 0.000, -0.042, 0.104, 0.111, 0.004, 0.022, 0.009, -0.009, -0.056, -0.015, 0.000, 0.000, 0.000, 0.000, -0.004, 0.000, -0.005, -0.008, -0.001, 0.000, 0.000, 0.058, 0.000, 0.000, 0.000, 0.000, 0.002, -0.001, 0.000, 0.065, 0.056, 0.002, 0.034, -0.021, -0.002, 0.000, 0.001, -0.002, 0.000, 0.007, 0.002, -0.008, -0.002, 0.000, -0.003, 0.001, 0.000, 0.000, 0.000, 0.000, 0.000, 0.000, -0.001, 0.000, 0.001, 0.000, 0.000, 0.000, -0.009, 0.001, 0.000, 0.000, -0.002, 0.001, 0.002, 0.000, 0.000, 0.000, 0.001, 0.000, -0.004, -0.001, 0.000, 0.000, -0.001, 0.000, 0.000, 0.000, 0.001, 0.000, 0.003, 0.000, 0.001, 0.000, 0.000, 0.000, 0.000, 0.000, 0.000, 0.001, 0.005, -0.005, 0.000, 0.000, 0.000, 0.000, 0.006, 0.002, 0.012, -0.002, -0.102, 0.000, 0.000, 0.000, 0.019, 0.000, 0.000, 0.000, 0.000, -0.001, 0.002], "s2": 3.7676, "lumo_energy_ev": [-2.7, -2.8], "relative_energy_kcal_mol": 0.00, "homo_energy_ha": [-0.3270, -0.3493], "multiplicity": 4, "e_tot_ev": -150607.850, "total_charge": 1}

***

Entry 2:
{"formula": "C40H54BrF4N9SSiSr", "method": "ωB97M-V/def2-TZVPD", "species": ["Sr", "C", "N", "C", "C", "C", "N", "C", "C", "F", "C", "F", "C", "C", "F", "C", "F", "H", "H", "H", "H", "H", "H", "H", "H", "H", "H", "H", "C", "C", "C", "C", "N", "C", "C", "C", "C", "C", "C", "N", "H", "H", "H", "H", "H", "H", "H", "H", "N", "C", "C", "C", "N", "C", "N", "S", "C", "N", "C", "C", "C", "N", "H", "H", "H", "H", "H", "H", "H", "H", "C", "C", "C", "C", "Si", "Br", "C", "C", "C", "C", "C", "C", "C", "C", "H", "H", "H", "H", "H", "H", "H", "H", "H", "H", "H", "H", "H", "H", "H", "H", "H", "H", "H", "H", "H", "H", "H", "H", "H", "H", "H"], "positions_angstrom": [[-0.050, 1.263, -1.118], [-1.700, 2.240, -2.237], [-0.807, 3.124, -1.458], [-1.388, 4.449, -1.370], [0.350, 3.112, -2.407], [0.552, 1.891, -3.377], [0.742, 0.510, -2.908], [1.006, -0.403, -3.877], [0.959, -1.760, -3.505], [0.463, -2.049, -2.293], [1.331, -2.790, -4.335], [1.309, -4.046, -3.856], [1.715, -2.560, -5.642], [1.632, -1.258, -6.075], [1.891, -0.985, -7.363], [1.288, -0.204, -5.239], [1.189, 1.009, -5.832], [-1.170, 1.320, -2.560], [-1.948, 2.741, -3.171], [-2.639, 2.031, -1.732], [-2.293, 4.412, -0.770], [-1.676, 4.797, -2.366], [-0.668, 5.152, -0.956], [1.295, 3.376, -1.909], [0.192, 3.884, -3.157], [1.445, 2.228, -3.914], [-0.226, 1.958, -4.137], [2.024, -3.355, -6.305], [-5.038, -1.896, 1.033], [-5.983, -1.646, 0.056], [-5.601, -0.966, -1.089], [-4.277, -0.565, -1.210], [-3.367, -0.779, -0.260], [-3.745, -1.440, 0.831], [-3.784, 0.041, -2.489], [-4.507, 0.995, -3.190], [-3.975, 1.516, -4.353], [-2.763, 1.024, -4.812], [-2.112, 0.072, -4.033], [-2.585, -0.411, -2.876], [-5.295, -2.443, 1.932], [-7.002, -1.995, 0.169], [-6.304, -0.776, -1.889], [-2.947, -1.620, 1.548], [-5.425, 1.386, -2.772], [-4.468, 2.328, -4.872], [-2.260, 1.435, -5.677], [-1.136, -0.295, -4.338], [1.286, 2.288, 0.639], [1.715, 3.337, 0.839], [2.231, 4.600, 1.148], [1.434, 5.752, 0.927], [0.760, 6.676, 0.757], [3.553, 4.717, 1.659], [4.627, 4.813, 2.073], [-4.023, 2.749, 0.318], [-3.014, 2.639, 1.683], [-2.439, 3.727, 2.219], [-1.420, 3.709, 3.274], [-0.818, 2.323, 3.368], [-1.963, 1.328, 3.480], [-2.809, 1.466, 2.295], [-2.651, 4.602, 1.770], [-1.878, 3.989, 4.226], [-0.658, 4.451, 3.035], [-0.155, 2.259, 4.231], [-0.274, 2.087, 2.458], [-2.566, 1.538, 4.367], [-1.584, 0.310, 3.507], [-3.032, 0.647, 1.756], [2.680, 0.383, 2.985], [3.292, -0.704, 2.081], [3.551, -0.045, 0.713], [4.645, -1.145, 2.662], [2.096, -2.200, 1.940], [-0.050, -0.688, 0.841], [1.130, -2.803, 3.479], [-0.133, -3.564, 3.024], [1.993, -3.725, 4.351], [0.636, -1.613, 4.324], [2.334, -3.437, 0.504], [0.988, -4.079, 0.099], [3.328, -4.556, 0.844], [2.869, -2.657, -0.712], [3.371, 1.234, 3.014], [2.554, 0.032, 4.005], [1.729, 0.722, 2.584], [4.075, 0.898, 0.907], [2.642, 0.183, 0.182], [4.210, -0.651, 0.098], [5.309, -0.277, 2.715], [5.126, -1.906, 2.038], [4.537, -1.556, 3.672], [0.114, -4.517, 2.561], [-0.712, -2.954, 2.330], [-0.739, -3.775, 3.913], [2.333, -4.603, 3.793], [1.397, -4.072, 5.202], [2.878, -3.208, 4.737], [0.140, -0.881, 3.687], [1.445, -1.143, 4.878], [-0.084, -1.992, 5.060], [0.707, -4.876, 0.785], [1.111, -4.528, -0.891], [0.185, -3.346, 0.043], [2.981, -5.158, 1.689], [4.320, -4.163, 1.092], [3.428, -5.215, -0.024], [2.312, -1.745, -0.883], [2.769, -3.296, -1.595], [3.930, -2.437, -0.595]], "forces_ev_per_angstrom": [[3.6, -7.9, 10.0], [-2.8, 1.8, -1.7], [-1.7, 3.4, -2.7], [-0.1, 0.6, -0.1], [1.2, 1.8, -1.4], [1.7, 0.5, -2.2], [0.7, 0.1, -2.7], [0.3, 0.1, -0.1], [-0.1, -0.2, 0.0], [0.1, -0.1, 0.2], [0.0, 0.1, 0.1], [0.0, 0.0, 0.0], [-0.1, -0.1, -0.1], [0.0, 0.1, 0.0], [0.1, 0.1, 0.0], [0.1, -0.3, -0.3], [0.1, 0.1, 0.1], [-2.5, 1.3, -1.2], [-0.1, 0.1, 0.1], [0.3, 0.0, 0.4], [0.1, -0.1, 0.2], [0.0, 0.2, -0.1], [0.0, 0.0, 0.1], [-0.3, -0.1, 0.2], [-0.1, 0.3, 0.1], [0.1, 0.1, 0.1], [-0.1, 0.0, 0.0], [-0.1, 0.0, 0.0], [0.0, -0.1, 0.2], [-0.1, 0.1, -0.1], [0.0, 0.0, 0.1], [0.0, 0.0, -0.2], [0.0, 0.0, -0.1], [0.2, 0.1, -0.3], [0.2, -0.6, 0.4], [-0.2, 0.1, 0.1], [0.0, 0.0, -0.3], [0.1, -0.2, 0.3], [-0.3, -0.5, -0.3], [-0.3, 0.2, -0.8], [0.0, 0.0, 0.0], [0.0, 0.0, 0.0], [0.0, 0.0, 0.0], [-0.1, 0.0, 0.1], [0.0, -0.1, 0.0], [-0.1, -0.1, 0.0], [-0.1, -0.1, -0.2], [-0.4, 0.0, 0.0], [0.0, -0.6, 0.0], [0.8, 1.8, 0.7], [0.0, -0.1, -0.1], [-0.1, -0.1, 0.1], [0.1, -0.2, 0.0], [-0.1, 0.0, -0.1], [-0.1, -0.1, 0.0], [0.0, 0.0, 0.3], [-0.4, 0.2, -0.2], [0.2, 0.0, 0.1], [0.0, 0.1, -0.1], [-0.3, -0.1, 0.2], [0.0, 0.2, -0.3], [0.4, -0.2, 0.2], [-0.1, 0.0, -0.1], [0.0, 0.0, 0.0], [0.0, 0.0, -0.1], [0.0, 0.0, -0.1], [0.3, 0.0, 0.0], [0.1, -0.2, 0.1], [-0.1, -0.1, 0.1], [-0.2, 0.0, -0.1], [0.3, -0.2, 0.0], [-0.2, 0.0, -0.1], [0.6, 0.0, 0.4], [-0.2, -0.3, 0.1], [-1.1, 0.9, -0.7], [0.9, -2.1, 1.7], [-0.2, 0.2, -0.1], [0.3, 0.0, 0.2], [0.2, 0.0, -0.2], [0.0, -0.3, 0.1], [-0.2, 0.2, -0.1], [0.2, -0.1, 0.0], [0.0, 0.1, 0.3], [0.2, -0.5, 0.1], [-0.1, 0.0, -0.1], [0.0, 0.1, 0.0], [0.0, 0.1, 0.1], [-0.1, 0.0, 0.0], [-0.2, 0.1, -0.2], [-0.1, 0.1, -0.1], [0.0, -0.1, 0.0], [0.0, 0.1, 0.0], [0.1, 0.1, -0.1], [-0.1, 0.0, 0.0], [-0.1, -0.2, 0.0], [0.0, 0.0, -0.1], [0.0, 0.0, 0.1], [0.1, 0.0, 0.0], [-0.1, -0.1, 0.0], [0.0, 0.1, 0.2], [-0.1, 0.0, 0.0], [0.0, 0.0, -0.1], [0.0, 0.0, -0.1], [0.0, 0.0, 0.0], [0.0, -0.1, -0.1], [0.1, 0.0, -0.1], [0.0, -0.1, 0.0], [0.0, 0.0, 0.0], [0.0, 0.1, -0.2], [0.0, 0.1, 0.0], [-0.1, 0.1, 0.0]], "lowdin_charge": [1.282, -0.283, -0.451, -0.066, -0.251, -0.302, -0.238, -0.225, -0.174, 0.062, -0.218, 0.081, 0.059, -0.222, 0.089, -0.145, 0.065, -0.018, 0.113, 0.036, 0.027, 0.098, 0.076, 0.125, 0.138, 0.133, 0.099, 0.134, -0.053, -0.054, -0.007, -0.242, 0.112, -0.163, -0.248, -0.027, -0.057, -0.056, -0.137, 0.143, 0.105, 0.110, 0.115, 0.081, 0.121, 0.116, 0.117, 0.101, 0.031, -0.201, -0.273, -0.263, 0.121, -0.254, 0.118, 0.627, -0.831, 0.033, -0.152, -0.169, -0.164, 0.024, 0.122, 0.120, 0.117, 0.126, 0.064, 0.126, 0.084, 0.064, -0.108, -0.609, -0.111, -0.077, 0.932, 0.367, -0.622, -0.106, -0.078, -0.109, -0.604, -0.102, -0.078, -0.100, 0.097, 0.057, 0.018, 0.096, 0.016, 0.066, 0.096, 0.076, 0.077, 0.063, 0.028, 0.091, 0.069, 0.093, 0.078, 0.020, 0.067, 0.093, 0.064, 0.089, 0.031, 0.069, 0.077, 0.096, 0.044, 0.088, 0.077], "lumo_energy_ev": -0.2, "relative_energy_kcal_mol": 200.26, "homo_energy_ha": -0.2861, "e_tot_ev": -156225.148, "total_charge": 0}